No. 1
75
Properties=species:S:1:pos:R:3 method="wB97M-V/def2-TZVPD" lumo_ev=1.35 charge=-1 homo_energy_ev=-4.31 energy_ha=-11355.309403
C -2.95 4.35 -4.00
C -2.83 3.63 -2.68
C -1.38 2.87 -2.34
Nb -1.55 1.53 -0.48
C -0.27 -0.01 -1.54
F -3.39 0.79 -1.34
C 0.42 2.44 0.35
N 1.50 1.37 0.16
O -2.72 3.08 0.40
N -2.00 3.80 1.28
O -1.65 4.88 0.83
C -1.81 0.33 1.41
F -3.07 0.82 2.08
F -0.73 0.57 2.44
C -1.96 -1.28 1.27
C -1.68 -2.16 2.67
C -1.80 -3.79 2.78
C -2.25 -4.65 1.45
C -2.52 -3.82 0.04
C -2.91 -4.69 -1.31
F -2.02 -4.15 -2.40
F -4.33 -4.52 -1.73
F -2.51 -6.14 -1.15
C -2.40 -2.16 -0.03
H -3.19 3.67 -4.93
H -2.76 5.53 -4.10
H -3.74 3.67 -1.93
H -1.05 2.26 -3.31
H -0.62 3.73 -2.09
H -0.92 -0.61 -2.33
H 0.61 0.50 -2.16
H 0.26 -0.81 -0.83
H 0.75 3.40 -0.25
H 0.37 2.67 1.49
H 2.24 1.68 -0.51
H 1.90 1.07 1.08
H -1.40 -1.58 3.67
H -1.61 -4.31 3.84
H -2.34 -5.82 1.56
H -2.60 -1.62 -1.05
C 3.63 5.30 -0.54
Cl 4.62 6.51 -1.38
Cl 1.91 5.68 -0.70
Cl 3.97 3.68 -1.18
H 3.90 5.31 0.52
C 3.83 2.25 3.73
Cl 2.32 2.53 4.60
Cl 3.68 0.84 2.66
Cl 4.30 3.68 2.80
H 4.62 2.04 4.46
C 0.71 5.20 -5.81
Cl -0.84 4.93 -5.01
Cl 0.49 5.34 -7.56
Cl 1.50 6.65 -5.16
H 1.36 4.34 -5.61
C -7.23 -4.53 -3.47
Cl -8.75 -4.25 -2.59
Cl -7.39 -5.94 -4.53
Cl -6.77 -3.09 -4.40
H -6.45 -4.74 -2.74
C 1.64 -5.17 3.54
Cl 0.99 -6.77 3.92
Cl 2.67 -5.24 2.10
Cl 0.33 -4.00 3.32
H 2.26 -4.84 4.38
C 3.03 -5.22 7.38
Cl 2.37 -6.82 7.76
Cl 4.05 -5.29 5.94
Cl 1.72 -4.04 7.16
H 3.64 -4.89 8.22
C 6.98 0.82 -1.52
Cl 7.73 -0.75 -1.86
Cl 7.74 2.10 -2.48
Cl 5.24 0.77 -1.83
H 7.13 1.06 -0.46


No. 2
50
Properties=species:S:1:pos:R:3 method="wB97M-V/def2-TZVPD" de_lowest_kcal_mol=210.8 lumo_ev=0.31 charge=0 smiles=c1cc[nH]c1.c1cc[nH]c1.c1cc[nH]c1.c1cc[nH]c1.c1cc[nH]c1 homo_energy_ev=-7.87 energy_ha=-1050.569506
C 1.18 1.46 4.88
C -0.01 2.22 4.53
C 0.35 3.11 3.65
N 1.65 2.91 3.43
C 2.31 1.98 4.26
H 1.17 0.52 5.61
H -1.00 1.82 4.70
H -0.17 3.93 3.02
H 2.23 3.57 2.85
H 3.47 1.69 4.18
C -3.02 -4.85 1.51
C -1.90 -3.82 1.64
C -0.70 -4.54 1.39
N -1.11 -5.82 1.16
C -2.47 -6.05 1.13
H -4.03 -4.78 1.66
H -2.02 -2.85 1.83
H 0.35 -4.13 1.57
H -0.52 -6.59 1.00
H -2.97 -6.98 0.77
C -1.73 2.43 -1.77
C -1.59 2.99 -3.22
C -0.65 3.90 -3.27
N -0.10 4.06 -1.98
C -0.67 3.23 -1.10
H -2.39 1.59 -1.34
H -1.97 2.52 -4.12
H -0.17 4.55 -3.82
H 0.70 4.59 -1.58
H -0.20 2.93 -0.29
C 0.45 -0.29 -0.28
C -0.76 -0.12 0.69
C -0.31 0.36 1.72
N 1.01 0.73 1.56
C 1.44 0.24 0.35
H 0.49 -0.86 -1.13
H -1.82 -0.53 0.46
H -0.68 0.85 2.59
H 1.62 1.31 2.26
H 2.48 0.39 0.08
C -0.04 -0.87 -4.00
C 1.05 -1.96 -4.16
C 2.16 -1.34 -4.12
N 2.07 0.03 -3.98
C 0.70 0.28 -3.99
H -1.22 -0.97 -3.93
H 1.12 -3.06 -4.16
H 3.13 -1.84 -4.36
H 2.74 0.85 -3.89
H 0.32 1.18 -3.97